Model P:
The following is a quantum chemistry calculation of the molecule C5H5NO2, from the Open Molecules 2025 dataset.

Geometry as XYZ:
```
13
Properties=species:S:1:pos:R:3:mulliken_charge:R:1
N -2.767 0.206 0.964 -0.475
C -1.675 -0.152 0.621 -0.039
C -0.243 -0.276 0.534 0.990
O 0.344 -0.924 1.747 -0.538
C 0.310 -0.963 -0.796 -0.852
C 0.844 0.349 -1.202 0.362
O 1.337 0.466 -2.265 -0.513
C 0.413 1.064 0.050 -0.637
H 0.304 0.136 2.251 0.434
H -0.393 -1.299 -1.542 0.317
H 0.805 -1.912 -0.657 0.342
H 1.209 1.733 0.619 0.338
H -0.488 1.571 -0.325 0.272
```

Values from the calculation:
Gap between HOMO and LUMO ... 10.428 eV
Structure (SMILES) ... N#CC1(O)CC(=O)C1
2S+1 ... 1
Lowest unoccupied orbital energy ... 0.3 eV

Model Q:
The following is a quantum chemistry calculation of the molecule C5H5NO2, from the Open Molecules 2025 dataset.

Geometry as XYZ:
```
13
Properties=species:S:1:pos:R:3:mulliken_charge:R:1
N 2.582 -0.383 -0.832 -0.506
C 1.530 -0.032 -0.433 -0.158
C 0.342 0.027 0.219 1.439
O 0.776 0.495 1.499 -0.583
C -0.467 1.018 -0.561 -0.775
C -1.731 0.610 -0.598 -0.197
O -1.981 -0.687 -0.007 -0.361
C -0.533 -1.174 0.226 -0.569
H 0.430 1.578 1.558 0.431
H -0.119 2.093 -0.876 0.377
H -2.644 1.304 -0.639 0.316
H -0.492 -1.550 1.321 0.285
H -0.461 -1.902 -0.595 0.302
```

Values from the calculation:
Gap between HOMO and LUMO ... 10.216 eV
Structure (SMILES) ... N#C[C@@]1(O)C=COC1
2S+1 ... 1
Lowest unoccupied orbital energy ... 0.4 eV

Model R:
The following is a quantum chemistry calculation of the molecule C5H5NO2, from the Open Molecules 2025 dataset.

Geometry as XYZ:
```
13
Properties=species:S:1:pos:R:3:mulliken_charge:R:1
O 1.100 -1.537 -1.423 -0.416
C 0.208 -0.873 -1.233 0.448
O -0.838 -0.648 -2.147 -0.541
C -0.070 0.035 0.056 0.341
C 0.099 -0.431 1.466 -0.298
C -0.055 0.557 2.236 -0.773
N -0.242 1.643 1.399 0.020
C -0.146 1.311 0.122 -0.569
H -0.501 -1.228 -3.138 0.384
H 0.356 -1.479 1.776 0.325
H 0.180 0.725 3.021 0.580
H -0.387 2.417 1.866 -0.007
H -0.274 1.959 -0.637 0.505
```

Values from the calculation:
Gap between HOMO and LUMO ... 9.891 eV
Structure (SMILES) ... O=C(O)c1cc[nH]c1
2S+1 ... 1
Lowest unoccupied orbital energy ... 0.7 eV

Least stable of them? model R.